(1)
{
  "formula": "C9H23BaF3NO16S3",
  "method": "ωB97M-V/def2-TZVPD",
  "e_lumo_ha": 0.1752,
  "homo_ev": 2.41,
  "e_tot_ev": -85307.357,
  "total_charge": -3,
  "spin_multiplicity": 1,
  "symbols": ["Ba", "S", "O", "O", "O", "O", "S", "O", "O", "O", "O", "C", "F", "F", "F", "S", "O", "O", "O", "C", "C", "O", "O", "H", "H", "H", "H", "H", "H", "C", "C", "O", "O", "H", "H", "H", "H", "H", "H", "C", "C", "C", "O", "C", "N", "H", "H", "H", "H", "H", "H", "H", "H", "H", "H", "H"],
  "xyz": [[-22.704, -11.236, -19.247], [-22.937, -13.111, -22.050], [-21.853, -13.125, -21.021], [-23.327, -14.514, -22.398], [-24.116, -12.438, -21.375], [-22.420, -12.462, -23.251], [-19.334, -10.323, -21.500], [-20.401, -10.663, -20.497], [-18.127, -11.167, -21.309], [-19.838, -10.424, -22.872], [-18.967, -8.883, -21.177], [-19.037, -13.129, -15.907], [-19.484, -14.376, -16.188], [-19.781, -12.680, -14.867], [-17.776, -13.247, -15.465], [-19.171, -12.063, -17.441], [-18.585, -10.825, -16.946], [-18.412, -12.790, -18.403], [-20.610, -11.951, -17.681], [-21.333, -8.014, -17.338], [-20.671, -6.773, -17.907], [-21.359, -6.238, -19.018], [-21.334, -9.082, -18.246], [-22.371, -7.788, -17.068], [-20.783, -8.277, -16.419], [-19.620, -7.028, -18.088], [-20.656, -5.993, -17.136], [-20.945, -6.526, -19.841], [-20.406, -9.196, -18.530], [-25.686, -9.261, -19.917], [-24.487, -8.348, -19.861], [-23.380, -8.834, -20.609], [-25.478, -10.468, -19.210], [-25.889, -9.526, -20.964], [-26.569, -8.676, -19.622], [-24.023, -8.330, -18.855], [-24.698, -7.291, -20.047], [-22.721, -8.148, -20.759], [-26.321, -10.844, -18.952], [-22.514, -13.901, -15.794], [-23.682, -13.665, -16.691], [-24.412, -12.369, -16.394], [-23.732, -11.138, -16.629], [-24.304, -10.026, -16.013], [-23.216, -13.737, -18.103], [-21.734, -13.158, -15.886], [-22.042, -14.865, -16.000], [-22.812, -13.945, -14.738], [-24.498, -14.399, -16.579], [-24.672, -12.363, -15.317], [-25.435, -12.323, -16.807], [-25.224, -10.309, -15.488], [-24.573, -9.260, -16.752], [-23.614, -9.512, -15.338], [-22.629, -14.563, -18.142], [-23.972, -13.942, -18.755]]
}

---

(2)
{
  "formula": "C9H23Br6N4O3P",
  "method": "ωB97M-V/def2-TZVPD",
  "e_lumo_ha": [0.0597, 0.0596],
  "homo_ev": [-1.08, -5.60],
  "e_tot_ev": -451350.443,
  "total_charge": -1,
  "s_squared": 0.755,
  "spin_multiplicity": 2,
  "symbols": ["C", "N", "O", "O", "H", "H", "H", "O", "P", "N", "C", "C", "N", "C", "C", "N", "C", "C", "H", "H", "H", "H", "H", "H", "H", "H", "H", "H", "H", "H", "H", "H", "H", "H", "H", "H", "C", "Br", "Br", "Br", "H", "C", "Br", "Br", "Br", "H"],
  "xyz": [[-3.869, -1.559, -2.028], [-3.805, -0.312, -1.246], [-4.625, 0.537, -1.517], [-2.953, -0.220, -0.357], [-4.704, -1.568, -2.728], [-3.954, -2.360, -1.295], [-2.941, -1.664, -2.591], [3.549, 2.068, -1.352], [2.518, 1.858, -0.272], [0.909, 2.010, -0.860], [0.351, 3.320, -1.011], [0.470, 1.089, -1.846], [2.578, 2.950, 1.029], [3.836, 3.567, 1.476], [1.557, 2.934, 2.097], [2.551, 0.275, 0.466], [3.879, -0.131, 0.873], [1.538, -0.353, 1.384], [0.776, 4.010, -0.282], [-0.732, 3.204, -0.970], [0.633, 3.600, -2.026], [1.081, 0.207, -1.649], [0.743, 1.248, -2.889], [-0.563, 0.748, -1.779], [4.342, 3.071, 2.304], [4.590, 3.622, 0.690], [3.555, 4.548, 1.860], [1.455, 3.931, 2.526], [0.566, 2.652, 1.739], [1.868, 2.186, 2.826], [4.613, 0.252, 0.164], [4.137, 0.234, 1.867], [3.988, -1.214, 0.815], [1.901, -0.395, 2.411], [1.401, -1.388, 1.071], [0.622, 0.214, 1.217], [-6.368, -4.967, 1.500], [-7.357, -6.229, 0.258], [-5.030, -3.977, 0.434], [-5.623, -5.992, 2.979], [-7.047, -4.235, 1.938], [0.033, -3.546, -1.427], [-0.549, -2.610, -3.085], [-0.118, -5.459, -1.514], [-0.898, -2.817, 0.099], [1.095, -3.340, -1.298]]
}

---

(3)
{
  "formula": "C9H23FeN2O5",
  "method": "ωB97M-V/def2-TZVPD",
  "e_lumo_ha": [-0.3525, -0.3639],
  "homo_ev": [-17.71, -17.67],
  "e_tot_ev": -57286.504,
  "total_charge": 2,
  "s_squared": 8.766,
  "spin_multiplicity": 6,
  "symbols": ["Fe", "C", "C", "O", "O", "H", "H", "H", "C", "O", "N", "N", "H", "H", "H", "H", "C", "C", "C", "O", "H", "H", "H", "H", "H", "H", "H", "H", "C", "C", "C", "O", "H", "H", "H", "H", "H", "H", "H", "H"],
  "xyz": [[-0.570, 0.099, 0.762], [3.157, 0.297, 0.818], [1.682, 0.516, 1.043], [0.958, 1.178, 0.324], [1.122, -0.280, 1.758], [3.693, -0.408, 1.457], [3.547, 1.263, 1.071], [3.484, 0.076, -0.237], [-2.205, 0.847, 2.596], [-3.466, 0.770, 2.071], [-1.498, -0.244, 2.454], [-1.373, 1.488, 1.847], [-2.164, -1.029, 2.813], [-0.937, -0.304, 3.398], [-2.075, 2.283, 1.683], [-0.691, 2.123, 2.354], [-2.207, 2.385, -1.179], [-1.418, 1.290, -1.870], [-0.191, 1.882, -2.360], [-1.244, 0.193, -1.234], [-2.307, 3.133, -1.875], [-1.831, 2.893, -0.271], [-3.224, 2.123, -0.950], [-2.031, 1.076, -2.779], [-0.192, 2.201, -3.401], [0.642, 1.173, -2.304], [0.297, 2.667, -1.782], [-1.394, -0.448, -1.918], [1.196, -1.648, -1.500], [0.604, -2.493, -0.382], [1.676, -3.015, 0.611], [-0.321, -1.972, 0.376], [2.145, -1.117, -1.315], [0.512, -1.094, -2.008], [1.481, -2.297, -2.330], [0.245, -3.373, -0.891], [2.167, -2.260, 1.187], [2.377, -3.639, 0.081], [1.236, -3.576, 1.411], [-0.883, -2.760, 0.471]]
}

---

(4)
{
  "formula": "C9H23GaI2N2O2P",
  "method": "ωB97M-V/def2-TZVPD",
  "e_lumo_ha": 0.0892,
  "homo_ev": -3.89,
  "e_tot_ev": -94648.315,
  "total_charge": -1,
  "spin_multiplicity": 1,
  "symbols": ["C", "C", "I", "C", "I", "Ga", "C", "C", "N", "P", "N", "O", "H", "H", "H", "H", "H", "H", "H", "H", "H", "H", "H", "H", "H", "C", "C", "O", "C", "C", "H", "H", "H", "H", "H", "H", "H", "H", "H", "H"],
  "xyz": [[0.845, 0.194, 3.357], [0.434, 0.189, 1.887], [1.323, -1.593, 0.957], [0.845, 1.469, 1.210], [0.693, 1.240, -0.931], [-0.480, 3.039, 1.689], [-1.183, 2.882, 3.627], [-2.551, 2.308, 3.680], [-3.578, 2.863, 3.168], [0.478, 5.163, 1.238], [1.617, 4.833, -0.053], [1.586, 5.486, 2.473], [0.045, -0.211, 3.973], [1.724, -0.415, 3.532], [1.040, 1.206, 3.690], [-0.634, 0.053, 1.755], [1.887, 1.687, 1.429], [-1.691, 2.887, 0.670], [-1.239, 3.870, 4.081], [-0.538, 2.257, 4.234], [-2.663, 1.363, 4.227], [-4.406, 2.303, 3.350], [1.958, 3.880, 0.018], [1.057, 4.842, -0.899], [1.248, 6.255, 2.919], [-0.239, -2.050, -3.640], [-0.276, -3.201, -2.646], [-0.879, -4.379, -3.167], [-0.251, -4.944, -4.298], [1.192, -5.364, -4.067], [-1.249, -1.828, -3.990], [0.166, -1.150, -3.179], [0.375, -2.280, -4.514], [-0.889, -2.919, -1.791], [0.723, -3.420, -2.255], [-0.316, -4.265, -5.157], [-0.851, -5.822, -4.543], [1.833, -4.513, -3.835], [1.587, -5.844, -4.963], [1.255, -6.069, -3.237]]
}

---

(5)
{
  "formula": "C9H23NO5S3",
  "method": "ωB97M-V/def2-TZVPD",
  "e_lumo_ha": -0.0105,
  "homo_ev": -7.64,
  "e_tot_ev": -53932.331,
  "spin_multiplicity": 1,
  "symbols": ["C", "C", "C", "O", "S", "O", "O", "C", "N", "C", "H", "H", "H", "H", "H", "H", "H", "H", "H", "H", "H", "C", "S", "O", "C", "H", "H", "H", "H", "H", "H", "C", "S", "O", "C", "H", "H", "H", "H", "H", "H"],
  "xyz": [[2.487, 2.187, 0.629], [3.138, 3.280, 0.026], [3.650, 3.303, -1.421], [2.634, 2.949, -2.402], [2.923, 1.573, -3.234], [2.489, 1.840, -4.631], [1.706, 0.712, -2.524], [1.871, -0.730, -2.273], [3.209, -1.214, -2.459], [4.001, -1.525, -1.274], [1.428, 2.015, 0.391], [3.045, 1.546, 1.323], [3.349, 4.210, 0.560], [4.071, 4.281, -1.690], [4.455, 2.551, -1.423], [1.510, -0.873, -1.237], [1.182, -1.239, -2.973], [3.243, -1.945, -3.152], [4.130, -2.613, -1.127], [3.517, -1.102, -0.371], [5.017, -1.085, -1.356], [-3.398, 1.442, 1.828], [-1.708, 1.581, 1.251], [-1.282, 2.994, 1.448], [-2.077, 1.391, -0.500], [-3.391, 1.573, 2.908], [-3.999, 2.222, 1.360], [-3.781, 0.450, 1.593], [-2.770, 2.174, -0.807], [-2.506, 0.404, -0.672], [-1.140, 1.487, -1.048], [-4.687, -3.667, 1.439], [-4.305, -2.903, 3.019], [-4.206, -1.437, 2.772], [-2.620, -3.515, 3.134], [-5.694, -3.361, 1.163], [-3.974, -3.322, 0.690], [-4.647, -4.752, 1.541], [-2.055, -3.177, 2.265], [-2.632, -4.603, 3.192], [-2.185, -3.103, 4.043]]
}

---

(6)
{
  "formula": "C9H23O8PS3",
  "method": "ωB97M-V/def2-TZVPD",
  "e_lumo_ha": 0.0149,
  "homo_ev": -8.88,
  "e_tot_ev": -67876.379,
  "spin_multiplicity": 1,
  "symbols": ["O", "P", "O", "O", "C", "C", "C", "C", "O", "S", "O", "O", "C", "H", "H", "H", "H", "H", "H", "H", "H", "H", "H", "H", "C", "S", "O", "C", "H", "H", "H", "H", "H", "H", "C", "S", "O", "C", "H", "H", "H", "H", "H", "H"],
  "xyz": [[-0.861, -3.843, -3.026], [-1.972, -3.161, -2.109], [-2.494, -1.597, -2.772], [-3.389, -4.175, -2.081], [-1.294, -2.742, -0.331], [0.373, -2.870, -0.317], [1.016, -2.854, 1.190], [1.226, -1.368, 1.847], [0.796, -0.242, 1.004], [1.784, -0.342, -0.403], [3.271, -0.658, -0.113], [1.729, 0.930, -1.296], [1.099, -1.830, -1.381], [-3.142, -1.264, -2.057], [-3.704, -4.338, -3.034], [-1.679, -3.590, 0.410], [-1.677, -1.706, 0.056], [0.584, -3.960, -0.755], [2.010, -3.514, 1.192], [0.260, -3.438, 1.902], [0.551, -1.317, 2.831], [2.343, -1.255, 2.251], [1.910, -2.364, -2.033], [0.285, -1.354, -2.108], [3.155, 2.403, 2.100], [4.326, 1.743, 3.309], [3.764, 0.450, 3.823], [4.024, 3.005, 4.570], [3.146, 1.743, 1.229], [2.152, 2.444, 2.533], [3.471, 3.402, 1.792], [2.968, 3.008, 4.850], [4.312, 3.985, 4.182], [4.631, 2.772, 5.448], [-3.937, 2.697, -3.554], [-2.766, 2.037, -2.344], [-3.328, 0.744, -1.831], [-3.069, 3.299, -1.084], [-3.946, 2.037, -4.425], [-4.940, 2.738, -3.121], [-3.621, 3.696, -3.862], [-4.124, 3.303, -0.803], [-2.780, 4.279, -1.472], [-2.461, 3.066, -0.206]]
}